[1]
C38H35N2O2P2SSbSe4Y | ωB97M-V with the def2-TZVPD basis set

Its LUMO energy is 2.06 eV. The total energy is -345434.27024 eV. The net charge is -1. As for the energy relative to the best compared isomer or geometry (same formula, charge and spin): 48.9 kcal/mol.

Atoms and positions in Å:
Y1 0.217 1.868 0.087
C1 -3.131 1.968 7.804
C2 -2.509 1.725 6.454
C3 -1.499 2.563 5.993
C4 -0.918 2.369 4.750
C5 -1.369 1.309 3.972
C6 -2.387 0.462 4.395
C7 -2.946 0.679 5.642
S1 -0.658 1.097 2.401
O1 -1.679 1.449 1.383
O2 0.445 2.064 2.288
N1 -0.182 -0.291 2.055
C8 0.400 -1.316 2.814
C9 0.633 -1.269 4.200
C10 1.177 -2.373 4.819
C11 1.501 -3.500 4.065
C12 1.264 -3.432 2.704
N2 0.725 -2.377 2.095
H1 -2.366 2.011 8.581
H2 -3.836 1.181 8.071
H3 -3.667 2.918 7.821
H4 -1.164 3.387 6.613
H5 -0.148 3.027 4.363
H6 -2.723 -0.352 3.764
H7 -3.737 0.028 5.997
H8 0.414 -0.381 4.777
H9 1.365 -2.347 5.885
H10 1.935 -4.383 4.512
H11 1.532 -4.261 2.053
C13 0.246 -0.619 -3.510
C14 1.294 -1.461 -2.760
P1 1.069 -1.408 -0.921
C15 -0.428 -2.493 -0.839
C16 -1.598 -1.882 -0.397
C17 -2.803 -2.577 -0.359
C18 -2.854 -3.907 -0.749
C19 -1.697 -4.531 -1.201
C20 -0.504 -3.824 -1.256
C21 2.578 -2.323 -0.400
C22 3.486 -1.569 0.345
C23 4.696 -2.118 0.755
C24 5.015 -3.429 0.433
C25 4.124 -4.186 -0.315
C26 2.920 -3.633 -0.734
P2 -0.067 1.085 -2.801
C27 1.045 2.100 -3.865
C28 2.349 1.680 -4.121
C29 3.236 2.485 -4.817
C30 2.841 3.741 -5.257
C31 1.550 4.173 -5.004
C32 0.661 3.358 -4.317
C33 -1.728 1.388 -3.544
C34 -2.855 1.266 -2.733
C35 -4.134 1.376 -3.261
C36 -4.307 1.617 -4.618
C37 -3.193 1.745 -5.439
C38 -1.916 1.626 -4.904
H12 -0.713 -1.141 -3.486
H13 0.523 -0.487 -4.556
H14 2.315 -1.150 -2.987
H15 1.213 -2.508 -3.065
H16 -1.573 -0.855 -0.047
H17 -3.696 -2.071 -0.016
H18 -3.787 -4.455 -0.708
H19 -1.723 -5.564 -1.524
H20 0.365 -4.325 -1.650
H21 3.237 -0.547 0.614
H22 5.384 -1.515 1.333
H23 5.954 -3.860 0.757
H24 4.366 -5.208 -0.581
H25 2.261 -4.242 -1.328
H26 2.707 0.726 -3.753
H27 4.249 2.140 -4.986
H28 3.546 4.390 -5.762
H29 1.235 5.165 -5.302
H30 -0.334 3.726 -4.104
H31 -2.735 1.102 -1.666
H32 -4.993 1.289 -2.609
H33 -5.303 1.714 -5.032
H34 -3.318 1.941 -6.496
H35 -1.055 1.737 -5.555
Se1 2.223 6.294 -1.669
Sb1 1.285 4.639 -0.213
Se2 2.639 2.439 -0.347
Se3 -0.967 3.795 -1.104
Se4 0.976 5.327 2.078

---

[2]
C38H36BN3O2PSSbV | ωB97M-V with the def2-TZVPD basis set

Its LUMO energy is -10.66 eV. The total energy is -101553.34132 eV. The net charge is +3. As for the energy relative to the best compared isomer or geometry (same formula, charge and spin): 0.0 kcal/mol.

Atoms and positions in Å:
V1 0.460 0.263 0.019
N1 -1.190 2.097 0.489
N2 -0.465 2.991 1.286
C1 0.792 2.658 1.674
O1 1.550 3.142 2.435
O2 1.171 1.492 0.923
H1 -1.531 2.576 -0.338
H2 -1.990 1.729 0.998
H3 -0.936 3.731 1.788
C2 6.190 -1.927 0.300
C3 5.605 -2.447 1.447
C4 4.254 -2.260 1.680
C5 3.488 -1.535 0.759
C6 4.074 -1.016 -0.390
C7 5.427 -1.217 -0.616
P1 1.729 -1.537 1.072
C8 1.351 -1.038 2.743
C9 2.265 -0.253 3.456
C10 1.940 0.195 4.722
C11 0.706 -0.122 5.279
C12 -0.210 -0.892 4.572
C13 0.103 -1.349 3.303
C14 1.014 -3.114 0.640
C15 0.920 -3.459 -0.711
C16 0.442 -4.705 -1.067
C17 0.068 -5.612 -0.081
C18 0.177 -5.276 1.261
C19 0.647 -4.026 1.631
H4 7.244 -2.085 0.117
H5 6.199 -3.007 2.156
H6 3.803 -2.688 2.567
H7 3.482 -0.478 -1.124
H8 5.882 -0.830 -1.518
H9 3.224 -0.001 3.026
H10 2.650 0.787 5.283
H11 0.463 0.226 6.274
H12 -1.161 -1.151 5.016
H13 -0.605 -1.971 2.772
H14 1.228 -2.763 -1.485
H15 0.361 -4.976 -2.111
H16 -0.308 -6.586 -0.362
H17 -0.104 -5.987 2.025
H18 0.736 -3.778 2.683
B1 -3.172 -2.341 0.423
C20 -1.988 -1.439 0.313
N3 -1.032 -0.748 0.216
H19 -3.714 -2.199 -0.643
H20 -3.814 -1.954 1.357
H21 -2.689 -3.436 0.531
S1 0.979 0.292 -2.029
Sb1 2.062 2.243 -3.223
C21 0.650 2.282 -4.772
C22 -0.019 3.444 -5.154
C23 -0.890 3.404 -6.232
C24 -1.101 2.216 -6.915
C25 -0.445 1.056 -6.526
C26 0.433 1.084 -5.457
C27 2.190 3.766 -1.783
C28 1.748 5.060 -2.052
C29 1.968 6.062 -1.119
C30 2.619 5.775 0.072
C31 3.056 4.486 0.341
C32 2.849 3.478 -0.585
C33 3.931 1.563 -3.838
C34 4.062 1.029 -5.121
C35 5.324 0.714 -5.595
C36 6.440 0.939 -4.803
C37 6.307 1.483 -3.532
C38 5.053 1.796 -3.039
H22 0.131 4.384 -4.640
H23 -1.401 4.305 -6.540
H24 -1.781 2.193 -7.755
H25 -0.615 0.132 -7.060
H26 0.937 0.168 -5.165
H27 1.255 5.315 -2.981
H28 1.639 7.070 -1.329
H29 2.793 6.562 0.792
H30 3.560 4.267 1.272
H31 3.195 2.473 -0.362
H32 3.202 0.882 -5.761
H33 5.437 0.308 -6.591
H34 7.425 0.705 -5.185
H35 7.185 1.681 -2.932
H36 4.965 2.251 -2.059

---

[3]
C38H36N8O4SeSr | ωB97M-V with the def2-TZVPD basis set

Its LUMO energy is -0.10 eV. The total energy is -126288.49106 eV. The net charge is 0. As for the energy relative to the best compared isomer or geometry (same formula, charge and spin): 21.5 kcal/mol.

Atoms and positions in Å:
Sr1 0.300 0.807 -0.476
O1 3.992 2.875 1.474
C1 3.909 2.243 2.653
C2 4.458 2.881 3.768
C3 4.396 2.292 5.014
C4 3.782 1.050 5.178
C5 3.235 0.418 4.079
C6 3.289 0.989 2.805
C7 2.609 0.332 1.653
O2 2.564 0.957 0.538
N1 2.082 -0.861 1.886
N2 1.151 -1.233 0.981
C8 0.964 -2.488 0.830
C9 -0.119 -3.011 -0.002
C10 -0.184 -4.388 -0.228
C11 -1.219 -4.910 -0.979
C12 -2.181 -4.044 -1.474
C13 -2.042 -2.695 -1.196
N3 -1.040 -2.169 -0.495
H1 3.467 2.335 0.840
H2 4.926 3.846 3.616
H3 4.829 2.801 5.867
H4 3.733 0.587 6.155
H5 2.744 -0.540 4.177
H6 1.611 -3.208 1.332
H7 0.580 -5.029 0.192
H8 -1.281 -5.974 -1.166
H9 -3.028 -4.395 -2.046
H10 -2.811 -2.008 -1.537
O3 0.082 3.105 -0.784
C14 0.476 4.142 -0.118
C15 0.865 5.316 -0.816
C16 1.310 6.447 -0.177
C17 1.386 6.481 1.217
C18 1.010 5.361 1.924
C19 0.559 4.184 1.309
C20 0.198 3.045 2.161
N4 -0.329 1.866 1.842
C21 -0.477 1.160 3.013
C22 -0.045 1.900 4.062
N5 0.376 3.085 3.514
H11 0.801 5.276 -1.896
H12 1.602 7.314 -0.758
H13 1.731 7.364 1.736
H14 1.072 5.427 3.004
H15 -0.853 0.152 3.007
H16 0.012 1.696 5.117
H17 0.832 3.821 4.018
O4 -1.493 0.304 -2.391
C23 -1.129 -0.392 -3.589
C24 -0.524 0.602 -4.558
C25 0.720 1.337 -4.035
C26 1.873 0.414 -3.749
C27 2.823 0.135 -4.728
C28 3.869 -0.723 -4.437
C29 3.950 -1.279 -3.170
C30 2.970 -0.953 -2.250
N6 1.951 -0.139 -2.534
H18 -2.004 -0.287 -1.824
H19 -2.020 -0.836 -4.041
H20 -0.423 -1.196 -3.359
H21 -1.284 1.343 -4.816
H22 -0.270 0.064 -5.476
H23 0.470 1.933 -3.153
H24 1.031 2.054 -4.797
H25 2.743 0.602 -5.701
H26 4.619 -0.944 -5.185
H27 4.759 -1.940 -2.892
H28 3.000 -1.342 -1.239
C31 -2.191 -2.460 3.690
N7 -2.818 -1.168 3.873
C32 -3.572 -0.519 2.945
Se1 -4.092 -1.114 1.304
N8 -3.896 0.680 3.490
C33 -3.357 0.813 4.762
C34 -3.387 1.836 5.691
C35 -2.698 1.630 6.878
C36 -2.002 0.446 7.120
C37 -1.973 -0.579 6.183
C38 -2.668 -0.372 5.005
H29 -2.438 -2.814 2.693
H30 -2.563 -3.166 4.433
H31 -1.108 -2.364 3.786
H32 -4.428 1.361 2.976
H33 -3.914 2.760 5.497
H34 -2.696 2.408 7.630
H35 -1.473 0.323 8.056
H36 -1.428 -1.496 6.364

---

[4]
C38H37BF6O4 | ωB97M-V with the def2-TZVPD basis set

Its LUMO energy is -2.45 eV. The total energy is -65177.01635 eV. The net charge is 0. As for the energy relative to the best compared isomer or geometry (same formula, charge and spin): 0.0 kcal/mol.

Atoms and positions in Å:
C1 6.825 -2.665 1.040
C2 5.967 -1.423 1.307
C3 4.663 -1.760 0.647
C4 4.759 -3.088 0.154
O1 5.958 -3.677 0.388
C5 3.669 -3.754 -0.427
C6 2.460 -3.112 -0.433
C7 2.269 -1.846 0.201
C8 0.959 -1.363 0.483
C9 -0.228 -2.200 0.644
C10 -0.846 -2.111 1.920
C11 -2.087 -2.661 2.155
C12 -2.758 -3.333 1.103
O2 -4.051 -3.660 1.376
C13 -4.293 -3.265 2.782
C14 -3.003 -2.633 3.338
C15 -2.147 -3.528 -0.143
C16 -0.864 -3.054 -0.319
C17 3.435 -1.130 0.634
H1 7.645 -2.459 0.338
H2 7.225 -3.119 1.955
H3 5.819 -1.277 2.385
H4 6.458 -0.528 0.915
H5 3.820 -4.747 -0.842
H6 1.611 -3.581 -0.917
H7 0.958 -0.507 1.159
H8 -0.360 -1.574 2.738
H9 -5.137 -2.561 2.800
H10 -4.563 -4.173 3.333
H11 -2.589 -3.217 4.175
H12 -3.183 -1.610 3.690
H13 -2.702 -4.057 -0.916
H14 -0.343 -3.322 -1.234
H15 3.378 -0.085 0.939
C18 -1.110 1.628 -4.238
C19 -0.896 0.445 -3.307
C20 -1.811 -0.678 -3.754
C21 0.642 0.070 -3.121
C22 0.858 -1.414 -2.850
C23 1.529 0.479 -4.278
O3 1.032 0.780 -1.913
B1 -0.161 0.933 -1.223
C24 -0.350 1.186 0.305
C25 0.683 1.646 1.135
C26 0.455 1.813 2.491
C27 1.610 2.034 3.429
F1 1.946 0.864 4.075
F2 2.739 2.463 2.779
F3 1.327 2.948 4.411
C28 -0.824 1.718 3.025
C29 -1.850 1.315 2.181
C30 -3.229 1.187 2.747
F4 -3.811 2.403 2.991
F5 -4.071 0.498 1.917
F6 -3.224 0.520 3.951
C31 -1.624 1.044 0.834
C32 0.331 3.303 -1.089
C33 -0.874 3.916 -0.652
C34 -1.046 4.420 0.667
C35 -2.306 4.733 1.146
C36 -3.414 4.756 0.288
C37 -3.235 4.400 -1.053
C38 -2.005 3.956 -1.511
O4 -1.312 0.819 -1.976
H16 -0.895 1.337 -5.274
H17 -2.155 1.959 -4.200
H18 -0.478 2.480 -3.967
H19 -1.514 -1.099 -4.724
H20 -1.838 -1.476 -3.006
H21 -2.825 -0.279 -3.866
H22 0.434 -2.053 -3.634
H23 1.931 -1.627 -2.778
H24 0.421 -1.705 -1.888
H25 1.250 -0.099 -5.170
H26 1.460 1.544 -4.520
H27 2.576 0.258 -4.048
H28 1.688 1.768 0.755
H29 -1.022 1.993 4.058
H30 -2.465 0.736 0.227
H31 1.227 3.415 -0.486
H32 0.484 3.223 -2.169
H33 -0.175 4.484 1.322
H34 -2.454 4.954 2.204
H35 -4.404 5.021 0.669
H36 -4.082 4.434 -1.736
H37 -1.885 3.626 -2.543

---

[5]
C38H37BrNO11 | ωB97M-V with the def2-TZVPD basis set

Its LUMO energy is -4.11 eV. The total energy is -134044.72755 eV. The net charge is +1.

Atoms and positions in Å:
C1 0.680 -1.054 0.562
C2 1.145 -2.571 0.096
C3 2.754 -2.687 0.538
C4 0.328 -3.686 0.978
C5 -1.139 -4.114 0.353
Br1 -1.143 -6.154 0.357
C6 -2.389 -3.679 1.323
N1 -2.636 -2.187 1.237
C7 -2.811 -1.771 -0.206
C8 -2.493 -2.938 -1.313
O1 -1.281 -3.729 -1.059
H1 0.216 -1.108 1.638
H2 1.615 -0.312 0.543
H3 -0.056 -0.664 -0.265
H4 1.134 -2.743 -1.061
H5 3.114 -1.762 1.176
H6 3.396 -2.715 -0.466
H7 2.990 -3.698 1.089
H8 1.020 -4.644 1.111
H9 0.223 -3.242 2.081
H10 -3.383 -4.285 1.135
H11 -2.089 -3.897 2.458
H12 -3.547 -1.998 1.751
H13 -1.898 -1.634 1.751
H14 -3.968 -1.503 -0.334
H15 -2.238 -0.755 -0.384
H16 -3.439 -3.633 -1.525
H17 -2.308 -2.371 -2.347
C9 5.948 2.181 -0.133
C10 6.118 1.035 0.535
C11 5.613 -0.245 0.000
O2 5.766 -1.293 0.612
C12 4.917 -0.211 -1.301
C13 4.747 0.935 -1.969
C14 5.252 2.215 -1.434
O3 5.099 3.263 -2.045
H18 6.312 3.128 0.246
H19 6.627 0.993 1.490
H20 4.553 -1.159 -1.679
H21 4.238 0.976 -2.924
C15 3.636 5.096 -4.206
C16 3.804 6.228 -4.896
C17 2.913 6.580 -6.019
O4 3.067 7.615 -6.653
C18 1.828 5.633 -6.348
C19 1.661 4.501 -5.658
C20 2.552 4.150 -4.535
O5 2.398 3.115 -3.901
H22 4.282 4.823 -3.380
H23 4.594 6.933 -4.666
H24 1.183 5.907 -7.174
H25 0.871 3.797 -5.887
C21 10.423 3.036 -0.910
C22 11.657 2.766 -0.472
C23 12.157 3.322 0.800
O6 13.287 3.077 1.201
C24 11.242 4.186 1.571
C25 10.008 4.456 1.134
C26 9.508 3.900 -0.139
O7 8.378 4.145 -0.539
H26 10.041 2.637 -1.841
H27 12.341 2.133 -1.026
H28 11.624 4.585 2.503
H29 9.324 5.089 1.688
C27 -9.085 -3.829 1.467
C28 -8.058 -3.623 2.297
C29 -6.664 -3.837 1.860
O8 -5.724 -3.651 2.619
C30 -6.450 -4.287 0.470
C31 -7.477 -4.493 -0.360
C32 -8.871 -4.278 0.077
O9 -9.811 -4.464 -0.682
H30 -10.113 -3.677 1.772
H31 -8.198 -3.292 3.319
H32 -5.422 -4.439 0.164
H33 -7.337 -4.823 -1.383
C33 -10.673 -0.648 3.946
C34 -11.116 0.547 3.544
C35 -10.188 1.675 3.329
O10 -10.593 2.770 2.963
C36 -8.753 1.431 3.573
C37 -8.310 0.236 3.975
C38 -9.238 -0.892 4.191
O11 -8.833 -1.987 4.557
H34 -11.340 -1.486 4.109
H35 -12.166 0.742 3.360
H36 -8.086 2.269 3.410
H37 -7.260 0.041 4.160